1.
Below is a cluster of 6 separate species, C2H15NO5 in total in a non-equilibrium geometry, with properties calculated with wB97M-V/def2-TZVPD.

```
! RIJCOSX wB97M-V def2-TZVPD def2/J DEFGRID3
* xyz 0 1
C -0.206 -1.552 2.318
C 0.105 -2.488 1.435
N 0.943 -2.334 0.300
H 0.263 -0.581 2.331
H -1.116 -1.637 2.895
H -0.410 -3.423 1.251
H 1.449 -1.455 0.236
H 1.578 -3.107 0.154
O -0.659 2.587 0.529
H -1.151 2.853 -0.273
H 0.057 3.184 0.746
O 1.737 1.083 1.049
H 2.437 1.073 0.376
H 1.071 1.479 0.452
O -1.554 0.175 -0.199
H -2.191 0.550 0.396
H -0.973 -0.449 0.256
O -1.259 -0.690 -2.772
H -0.861 -1.157 -2.022
H -1.683 0.096 -2.394
O 1.013 1.842 -1.782
H 0.144 1.482 -1.553
H 1.092 1.453 -2.646
*
```

Values from the calculation:
E = -14044.2246 eV
Energy above the lowest of the compared OMol25 structures with the same formula, charge and spin = 27.8 kcal/mol

These are the Mulliken partial charges, in e, on atoms 1 to 6: C -0.842; C -0.072; N -0.389; H 0.368; H 0.264; H 0.290

2.
Below is a structure of composition C36H32FIrN8O7S in a non-equilibrium geometry, with properties calculated with wB97M-V/def2-TZVPD.

```
! RIJCOSX wB97M-V def2-TZVPD def2/J DEFGRID3
* xyz 0 1
Ir 0.434 -0.070 0.681
S 1.191 1.996 -0.046
C -0.420 2.685 -0.085
N -0.533 3.977 -0.334
N -1.683 4.616 -0.148
C -2.713 4.487 0.805
C -2.692 3.612 1.889
C -3.735 3.612 2.799
C -4.814 4.472 2.648
C -4.825 5.358 1.581
C -3.783 5.372 0.672
N -1.529 1.909 -0.032
N -1.343 0.651 0.082
C -2.540 -0.114 -0.007
C -2.475 -1.365 -0.604
C -3.631 -2.110 -0.761
C -4.846 -1.619 -0.302
C -4.900 -0.375 0.314
C -3.754 0.388 0.453
H -1.698 5.482 -0.662
H -1.861 2.945 2.042
H -3.693 2.928 3.638
H -5.630 4.455 3.359
H -5.649 6.049 1.457
H -3.792 6.075 -0.154
H -1.519 -1.717 -0.962
H -3.589 -3.074 -1.252
H -5.750 -2.201 -0.426
H -5.842 0.001 0.693
H -3.781 1.361 0.925
O 0.695 0.939 7.516
C -0.034 0.072 7.010
O -0.741 -0.824 7.496
C -0.067 0.122 5.456
C 0.162 1.308 4.769
C 0.159 1.306 3.390
N -0.063 0.191 2.685
C -0.260 -0.973 3.339
C -0.286 -1.033 4.713
C -0.405 -2.206 2.479
O -0.599 -3.309 2.962
O -0.314 -1.950 1.217
H 0.368 2.215 5.321
H 0.355 2.204 2.819
H -0.479 -1.980 5.196
C 4.921 -5.712 1.627
C 4.850 -5.317 0.155
N 3.795 -4.341 -0.109
C 4.044 -3.036 0.202
C 3.143 -2.037 0.075
C 3.374 -0.760 0.857
O 4.490 -0.300 0.967
O 2.312 -0.407 1.499
C 1.891 -2.306 -0.560
O 1.089 -1.439 -0.961
C 1.545 -3.720 -0.647
C 0.217 -4.071 -0.893
C -0.168 -5.373 -0.811
F -1.454 -5.712 -1.062
C 0.729 -6.376 -0.429
C 2.060 -6.045 -0.249
C 2.492 -4.715 -0.366
N 0.275 -7.674 -0.119
C 0.947 -8.873 -0.550
C 1.323 -9.692 0.713
N 0.481 -9.164 1.836
C -0.955 -9.080 1.416
C -1.057 -7.917 0.400
H 5.678 -6.481 1.783
H 3.957 -6.080 1.981
H 5.185 -4.849 2.238
H 4.688 -6.185 -0.483
H 5.790 -4.867 -0.159
H 5.024 -2.816 0.610
H -0.504 -3.293 -1.090
H 2.752 -6.816 0.062
H 1.839 -8.625 -1.119
H 0.293 -9.469 -1.197
H 2.367 -9.567 0.994
H 1.108 -10.752 0.595
H 0.784 -8.198 2.002
H 0.607 -9.707 2.689
H -1.575 -8.909 2.292
H -1.221 -10.040 0.978
H -1.413 -7.018 0.899
H -1.780 -8.182 -0.377
*
```

Values from the calculation:
E = -80493.9090 eV
Energy above the lowest of the compared OMol25 structures with the same formula, charge and spin = 126.8 kcal/mol

These are the Mulliken partial charges, in e, on atoms 1 to 6: Ir 2.717; S -0.513; C 0.636; N -0.988; N 0.255; C 0.728

What is the energy above the lowest of the compared OMol25 structures with the same formula, charge and spin in the first record? 27.8 kcal/mol

Which value of E does entry 2 give? -80493.9090 eV